Record 1
C47H60FFeN7O6 | ωB97M-V/def2-TZVPD

Results
Multiplicity: 5
Frontier orbital gap (alpha / beta), eV: 8.29 / 7.53
HOMO energy (alpha / beta), eV: -8.077 / -7.419
LUMO (alpha / beta), hartree: 0.00797 / 0.00419
<S²>: 6.010

Positions of all 122 atoms, in Å:
Fe  -1.153462  -1.090857  1.479738
O  -2.009948  -0.554645  -0.409700
C  -0.964058  0.009261  -1.178066
C  0.174160  0.629084  -0.332794
O  0.510840  0.136272  0.948125
H  -1.362557  0.782727  -1.841659
H  -0.544447  -0.817997  -1.774698
H  -0.131905  1.687946  -0.238972
H  1.097979  0.641319  -0.930216
N  -1.348047  -0.419450  -5.749294
C  -1.005851  -1.229238  -4.741602
C  0.142784  -2.006765  -4.736945
C  1.040869  -1.884220  -5.794503
C  0.681476  -1.047557  -6.853615
C  -0.498203  -0.335348  -6.779016
H  -1.634302  -1.130354  -3.865430
H  0.428751  -2.668289  -3.929212
H  1.978856  -2.420328  -5.765528
H  1.403856  -0.890887  -7.644205
H  -0.760897  0.366845  -7.560239
N  -2.307831  0.300294  2.794886
C  -2.246576  1.601100  2.484345
C  -2.642221  2.601714  3.334582
C  -3.304780  2.235497  4.498951
C  -3.458835  0.896635  4.814481
C  -2.959792  -0.048038  3.905161
H  -1.750932  1.884361  1.562650
H  -2.546324  3.635200  3.034798
H  -3.819197  2.958692  5.121298
H  -3.970544  0.542294  5.696601
H  -3.242324  -1.084454  4.035402
N  -0.240493  -2.865114  0.813573
C  1.010196  -3.299935  1.164207
C  1.676712  -4.155030  0.332585
C  1.120754  -4.755702  -0.765065
C  -0.208919  -4.463381  -1.059639
C  -0.794902  -3.531422  -0.220085
H  1.512533  -2.688857  1.902045
H  2.731396  -4.271072  0.566345
H  1.676232  -5.462397  -1.368671
H  -0.765667  -4.893829  -1.876397
H  -1.838651  -3.264955  -0.335442
N  -3.122159  -2.341863  1.740014
C  -4.260157  -1.752466  1.317112
C  -5.513730  -2.323790  1.425141
C  -5.622674  -3.573561  2.013354
C  -4.494832  -4.175734  2.547618
C  -3.272075  -3.545268  2.292217
H  -4.135986  -0.771654  0.875679
H  -6.380257  -1.827480  1.012758
H  -6.587904  -4.064998  2.012207
H  -4.617007  -5.195709  2.882979
H  -2.347998  -4.046996  2.555581
N  -0.250124  -1.820615  3.684457
C  -0.118455  -3.000033  4.300459
C  0.635000  -3.198286  5.446666
C  1.320749  -2.116259  5.956842
C  1.281644  -0.911009  5.277549
C  0.498070  -0.797615  4.136879
H  -0.729461  -3.801087  3.905130
H  0.668936  -4.142897  5.971398
H  1.900803  -2.135922  6.871116
H  1.876880  -0.091158  5.655609
H  0.374602  0.181843  3.687950
N  -0.039332  6.948727  -0.907584
C  -1.083975  7.229822  -0.131748
C  -2.063267  6.304680  0.215817
C  -1.943563  5.001326  -0.260372
C  -0.883083  4.722440  -1.119827
C  0.059897  5.706543  -1.373491
H  -1.121106  8.263664  0.189017
H  -2.918691  6.621860  0.795806
H  -2.725345  4.299830  0.002227
H  -0.756217  3.737195  -1.550282
H  0.909292  5.446432  -1.993719
N  4.910872  -1.987605  -4.000937
C  3.838855  -1.268513  -3.710993
C  3.290635  -1.233164  -2.415856
C  3.970964  -1.842080  -1.379719
C  5.089263  -2.592433  -1.688577
C  5.535118  -2.629853  -3.005353
H  3.294745  -0.730661  -4.476835
H  2.410107  -0.625515  -2.249455
H  3.527082  -1.807200  -0.391957
H  5.580799  -3.206548  -0.944261
H  6.409933  -3.190589  -3.305806
C  1.565171  3.503729  2.086527
O  0.890393  2.386446  2.648864
H  1.608258  4.308035  2.825648
H  2.577274  3.177672  1.836606
H  1.008731  3.969317  1.265615
H  0.810774  1.696130  1.958357
C  3.705590  0.235399  2.657500
O  3.133857  -0.673916  1.743590
H  4.675544  -0.098430  3.023955
H  3.854515  1.231306  2.224235
H  3.071032  0.402313  3.535472
H  2.287328  -0.273051  1.462572
C  -3.848123  1.866875  -2.334913
O  -4.326052  1.314473  -1.123897
H  -3.244828  2.770718  -2.209221
H  -3.258054  1.152334  -2.917055
H  -4.693445  2.097657  -2.986429
H  -3.673028  0.655258  -0.829894
C  -4.710417  -2.176309  -2.184721
O  -3.442373  -2.733772  -1.925711
H  -4.832503  -1.183211  -1.752632
H  -4.918803  -2.144360  -3.260742
H  -5.499275  -2.846243  -1.819416
H  -2.890546  -2.080464  -1.465486
F  7.382818  2.924849  -0.567256
C  6.109032  2.975330  -1.000989
C  5.222077  2.009958  -0.559475
C  3.896822  2.043913  -0.988611
C  3.522741  3.051170  -1.866983
C  4.420755  4.003937  -2.336448
C  5.718628  3.977682  -1.858087
H  5.505280  1.185944  0.084502
H  3.190613  1.303455  -0.641147
H  2.470286  3.097884  -2.129968
H  4.195826  4.800229  -3.031735
H  6.441528  4.722818  -2.166218

Atoms 1-2, force components in eV/Å:
-0.232 0.493 -0.203
0.149 0.402 0.660

Record 2
C47H61BF24N2O5S | ωB97M-V/def2-TZVPD

Results
SMILES: CCCCCCCCCCCCCCCCc1ccc2c(c1N(C)C(C)=O)N(B(C)O)c1ccccc1S2.FC(F)C(F)(F)COC(F)(F)C(F)F.FC(F)C(F)(F)COC(F)(F)C(F)F.FC(F)C(F)(F)COC(F)(F)C(F)F
Multiplicity: 1
Frontier orbital gap, eV: 7.93
HOMO energy, eV: -7.646
LUMO, hartree: 0.01052

Positions of all 141 atoms, in Å:
C  -5.777004  -7.195392  0.427589
C  -4.907200  -7.467421  1.780573
C  -4.068950  -6.103508  2.056942
C  -3.296809  -6.128510  3.486676
C  -1.780082  -6.645908  3.172651
C  -0.952813  -5.404458  2.565758
C  0.028494  -4.795781  3.684644
C  1.220580  -3.987429  2.947470
C  1.777144  -2.815416  3.937388
C  0.676427  -1.636775  3.929004
C  1.313776  -0.156868  4.189004
C  0.377875  0.876313  3.387038
C  1.030349  2.325941  3.146201
C  0.100562  3.565438  3.576460
C  -1.417254  3.478585  3.066502
C  -1.688482  4.198701  1.651827
C  -1.030056  3.382449  0.414822
C  0.166891  4.072741  -0.292795
C  0.782292  3.327060  -1.514697
C  0.189059  1.969205  -1.951114
C  -1.009656  1.237340  -1.265052
C  -1.628848  1.994130  -0.030024
N  -2.764802  1.501248  0.767620
C  -2.619251  0.075198  1.205526
C  -4.064371  1.794698  0.165897
C  -5.396123  1.275027  0.941824
O  -4.265058  2.456825  -0.887375
N  -1.586150  -0.039578  -1.721276
B  -2.765007  0.138907  -2.645590
C  -4.078849  -0.810697  -2.346882
O  -2.843910  1.046011  -3.750289
C  -0.595356  -0.980948  -2.272917
C  -0.876282  -2.513701  -2.035018
C  0.080928  -3.613681  -2.616497
C  1.384875  -3.260153  -3.421887
C  1.654737  -1.729515  -3.648010
C  0.667320  -0.644100  -3.098442
S  0.988685  1.156947  -3.433786
H  -6.781657  -7.715494  0.583408
H  -5.946294  -6.069243  0.259013
H  -5.159585  -7.655233  -0.432408
H  -5.602668  -7.711820  2.671491
H  -4.232096  -8.367661  1.572166
H  -4.769745  -5.189177  1.984269
H  -3.285007  -6.032070  1.207059
H  -3.203765  -5.059421  3.875452
H  -3.857293  -6.830408  4.201005
H  -1.308281  -7.086472  4.121407
H  -1.892979  -7.462503  2.382565
H  -1.676272  -4.589153  2.211339
H  -0.352379  -5.786606  1.668297
H  0.537505  -5.587620  4.340888
H  -0.602070  -4.127704  4.363466
H  2.100863  -4.662285  2.660416
H  0.768420  -3.490641  2.013901
H  2.773668  -2.382197  3.588347
H  1.893040  -3.217811  5.016131
H  0.132700  -1.643134  2.914893
H  -0.149526  -1.830364  4.717072
H  2.411516  -0.119011  3.872764
H  1.241414  0.052422  5.321284
H  0.122168  0.454449  2.342934
H  -0.602798  0.978756  3.995823
H  1.982863  2.391201  3.805311
H  1.422704  2.446012  2.063758
H  0.563567  4.503725  3.079753
H  0.162722  3.719345  4.721069
H  -1.831913  2.415356  2.969619
H  -2.078107  4.010933  3.853304
H  -1.407131  5.302797  1.620703
H  -2.828606  4.155430  1.445799
H  0.578916  5.077081  0.059758
H  1.666516  3.814590  -2.058298
H  -3.399057  -0.573527  0.652125
H  -2.877473  0.014748  2.329426
H  -1.551826  -0.286977  0.981900
H  -5.738327  0.252788  0.562142
H  -5.106827  1.265084  2.063769
H  -6.202703  2.085410  0.839307
H  -4.269132  -1.547772  -3.212235
H  -5.020322  -0.196015  -2.116462
H  -3.857656  -1.481811  -1.427910
H  -1.949802  1.411728  -3.946381
H  -1.795005  -2.880431  -1.470594
H  -0.172016  -4.723678  -2.453938
H  2.097501  -4.059721  -3.821524
H  2.588901  -1.439812  -4.226125
C  -3.267178  8.977947  5.511925
C  -3.522638  9.233732  7.012963
C  -2.277493  9.401288  7.883071
F  -1.499668  8.301400  7.891358
F  -2.629915  9.624882  9.174158
F  -4.327988  8.257864  7.496752
F  -4.244935  10.391022  7.099641
O  -3.337871  7.617086  5.067876
C  -2.168675  6.833678  5.193789
C  -2.353973  5.649454  6.148702
F  -2.684163  6.061513  7.392218
F  -1.205515  4.940567  6.266947
F  -1.130452  7.622870  5.529390
F  -1.897640  6.372073  3.949055
H  -4.085572  9.471656  4.980253
H  -2.364794  9.478291  5.152306
H  -1.673837  10.250801  7.550861
H  -3.141583  4.980822  5.795219
C  4.443287  -5.220408  -7.095176
C  4.233989  -4.980518  -5.584455
C  5.507020  -4.875191  -4.745745
F  6.241325  -6.003540  -4.775510
F  5.196830  -4.659722  -3.442417
F  3.403034  -5.932940  -5.095547
F  3.558845  -3.796812  -5.460821
O  4.309543  -6.569495  -7.558703
C  5.450762  -7.399102  -7.473923
C  5.241769  -8.591400  -6.534623
F  4.957065  -8.188505  -5.276454
F  6.364556  -9.345813  -6.456628
F  6.527159  -6.657147  -7.150469
F  5.674149  -7.852089  -8.728822
H  3.631951  -4.686868  -7.598624
H  5.355413  -4.748838  -7.468823
H  6.134151  -4.043939  -5.080733
H  4.420756  -9.222787  -6.880058
C  5.560926  4.308965  -6.204545
C  5.793298  5.488077  -5.235266
C  5.823604  5.134308  -3.748663
F  4.658845  4.611878  -3.316556
F  6.038697  6.246904  -3.002556
F  4.878653  6.454691  -5.487939
F  7.006886  6.029679  -5.555009
O  4.225611  4.128651  -6.692256
C  3.339561  3.379384  -5.886186
C  2.149288  4.209086  -5.394430
F  2.551957  5.266089  -4.654463
F  1.338924  3.466087  -4.601213
F  4.023103  2.795246  -4.883599
F  2.889572  2.370580  -6.667467
H  6.140864  4.540230  -7.102534
H  5.989798  3.374839  -5.833738
H  6.625749  4.424558  -3.526872
H  1.562598  4.589903  -6.232681

Atoms 1-2, force components in eV/Å:
0.536 -0.616 0.840
-0.386 1.290 -0.549

Record 3
C47H61N3O27 | ωB97M-V/def2-TZVPD

Results
SMILES: O=C1C=C(O)C(=O)C=C1O.O=C1C=C(O)C(=O)C=C1O.O=C1C=C(O)C(=O)C=C1O.O=C1C=C(O)C(=O)C=C1O.O=C1C=C(O)C(=O)C=C1O.CN(C)C=O.CN(C)C=O.CN(C)C=O.COCCOC.COCCOC
Multiplicity: 1
Frontier orbital gap, eV: 6.98
Energy relative to the best compared isomer or geometry (same formula, charge and spin), kcal/mol: 90.7
HOMO energy, eV: -9.156
LUMO, hartree: -0.08011

Positions of all 138 atoms, in Å:
C  -0.242258  0.058363  -5.149375
O  -1.480478  -0.338297  -5.792195
C  -1.567378  -0.517447  -7.224605
C  -3.118898  -0.687337  -7.638845
O  -3.758318  0.600133  -7.557365
C  -3.638138  1.331873  -8.779695
H  0.458712  -0.543657  -5.727585
H  -0.188918  -0.237387  -4.101625
H  0.076812  1.090443  -5.294665
H  -1.045448  -1.422237  -7.536125
H  -1.306848  0.428153  -7.700075
H  -3.549278  -1.268267  -6.823125
H  -3.396968  -1.291457  -8.502445
H  -4.648378  1.356853  -9.188225
H  -2.936208  1.013573  -9.550465
H  -3.258478  2.342143  -8.627055
C  -0.233368  -1.542867  5.928255
O  -0.454408  -0.308387  6.718345
C  0.220382  0.865053  6.341885
C  0.224922  1.202603  4.864535
O  1.329822  0.512913  4.353195
C  1.565922  0.700403  2.933225
H  0.841432  -1.722427  5.953985
H  -0.465868  -1.379447  4.875955
H  -0.769668  -2.405167  6.324375
H  1.190702  0.785123  6.831985
H  -0.385248  1.656863  6.782725
H  0.374722  2.254833  4.622725
H  -0.693148  0.931983  4.342995
H  1.465312  1.762433  2.709445
H  1.040762  0.079823  2.207155
H  2.584072  0.375633  2.718785
C  -3.393608  -2.539557  2.130275
O  -2.204928  -2.846047  2.229105
N  -3.893678  -1.312977  2.464515
C  -5.261248  -1.011197  2.189405
C  -2.964518  -0.252377  2.937585
H  -4.153368  -3.154467  1.623465
H  -5.931378  -1.824447  1.910755
H  -5.272528  -0.162317  1.505755
H  -5.630008  -0.499357  3.078295
H  -3.583238  0.369493  3.584565
H  -2.166518  -0.681997  3.543145
H  -2.561968  0.430563  2.189485
C  -1.255478  0.959773  -0.018195
O  -1.146128  2.087623  0.462575
N  -0.161148  0.279043  -0.390885
C  -0.177238  -1.158127  -0.799395
C  1.058972  1.052433  -0.630135
H  -2.182248  0.369303  -0.086295
H  -0.024768  -1.861767  0.018985
H  0.490412  -1.431287  -1.616535
H  -1.196498  -1.502877  -0.973685
H  1.507892  0.793043  -1.588935
H  0.894922  2.123733  -0.746355
H  1.869392  0.963653  0.093345
C  3.646172  3.645863  0.110675
O  2.838662  3.359793  -0.778655
N  4.986232  3.477403  -0.018465
C  5.947762  3.653533  1.159115
C  5.671152  2.858923  -1.228585
H  3.340962  4.215803  1.001865
H  6.780602  2.975733  1.346365
H  5.336042  3.793253  2.050405
H  6.578262  4.526593  0.990845
H  4.912652  2.435213  -1.886805
H  6.196352  3.538013  -1.900225
H  6.272112  1.961933  -1.079065
C  -3.900318  5.416683  2.575985
C  -3.551878  4.323783  1.810475
C  -4.331018  3.013253  1.900695
O  -4.106948  2.076853  1.142495
C  -5.493738  3.161733  2.822495
C  -5.869598  4.319133  3.384075
C  -5.090738  5.627113  3.373285
O  -5.620638  6.744493  3.691805
O  -7.051748  4.246783  4.142175
O  -2.489088  4.271053  0.913985
H  -3.181288  6.210413  2.436755
H  -6.229088  2.370793  2.830115
H  -7.353558  5.123513  4.390905
H  -2.239728  3.349243  0.815575
C  1.254032  -5.382527  5.151615
C  0.831072  -4.478617  4.199365
C  1.708022  -3.910047  3.167735
O  1.272912  -3.178617  2.270615
C  3.139812  -4.261717  3.403585
C  3.543482  -5.202857  4.267975
C  2.606112  -5.949047  5.127745
O  2.879822  -6.895527  5.945955
O  4.905422  -5.307867  4.649055
O  -0.402228  -3.946487  4.208605
H  0.514102  -5.683497  5.878475
H  3.898822  -3.652707  2.935165
H  4.937052  -5.995397  5.318305
H  -0.635378  -3.542417  3.369575
C  3.219902  -1.698257  -2.248515
C  3.414512  -1.858907  -0.910375
C  4.481912  -1.263447  -0.067755
O  4.539792  -1.200017  1.201575
C  5.477652  -0.584247  -0.936095
C  5.390792  -0.512777  -2.332795
C  4.172072  -0.918917  -3.087425
O  3.963362  -0.896897  -4.282065
O  6.318152  0.197433  -3.000015
O  2.573172  -2.656297  -0.193195
H  2.404112  -2.254157  -2.686535
H  6.424642  -0.199657  -0.587235
H  5.986662  0.278953  -3.897265
H  2.684352  -2.595887  0.758425
C  -0.035938  -7.654307  -1.685575
C  0.174762  -6.456867  -2.333215
C  0.032792  -5.145887  -1.756035
O  0.254862  -4.077317  -2.313335
C  -0.424488  -5.317727  -0.389165
C  -0.560078  -6.461817  0.302245
C  -0.333468  -7.794547  -0.320355
O  -0.438968  -8.869497  0.231715
O  -0.856008  -6.429757  1.644625
O  0.503062  -6.524427  -3.683255
H  0.150642  -8.577257  -2.214495
H  -0.663138  -4.427447  0.173715
H  -0.657688  -7.257047  2.089435
H  0.924972  -5.730197  -4.019095
C  -1.160248  4.610323  -4.148695
C  -1.344538  5.896453  -4.516745
C  -0.975928  7.040033  -3.747315
O  -1.007558  8.264513  -4.127645
C  -0.436888  6.625503  -2.422965
C  -0.370658  5.296813  -2.029365
C  -0.773138  4.151643  -2.856045
O  -0.817068  2.953093  -2.546025
O  -0.011888  5.029933  -0.741255
O  -1.997288  6.251033  -5.652045
H  -1.501058  3.915493  -4.901985
H  -0.084888  7.381183  -1.736345
H  -0.151288  4.106213  -0.520135
H  -1.837608  7.180723  -5.830345

Atoms 1-2, force components in eV/Å:
0.160 -1.323 -2.451
-1.108 0.279 0.531